Record 1
{
  "formula": "C32H93N7O11",
  "method": "ωB97M-V/def2-TZVPD",
  "mol_weight_g_mol": 752.13,
  "total_charge": 0,
  "multiplicity": 1,
  "symbols": ["C", "O", "C", "C", "C", "N", "H", "H", "H", "H", "H", "H", "H", "H", "H", "H", "H", "C", "O", "C", "C", "C", "N", "H", "H", "H", "H", "H", "H", "H", "H", "H", "H", "H", "C", "O", "C", "C", "C", "N", "H", "H", "H", "H", "H", "H", "H", "H", "H", "H", "H", "C", "O", "C", "C", "C", "N", "H", "H", "H", "H", "H", "H", "H", "H", "H", "H", "H", "C", "O", "C", "C", "C", "N", "H", "H", "H", "H", "H", "H", "H", "H", "H", "H", "H", "C", "O", "C", "C", "C", "N", "H", "H", "H", "H", "H", "H", "H", "H", "H", "H", "H", "C", "O", "C", "C", "C", "N", "H", "H", "H", "H", "H", "H", "H", "H", "H", "H", "H", "C", "O", "H", "H", "H", "H", "C", "O", "H", "H", "H", "H", "C", "O", "H", "H", "H", "H", "C", "O", "H", "H", "H", "H"],
  "positions_angstrom": [[-5.00880, 4.34328, 0.61467], [-4.57296, 3.05793, 0.30034], [-4.90328, 2.02995, 1.20341], [-4.31749, 0.73080, 0.65617], [-4.93965, -0.52044, 1.25364], [-2.86927, 0.71640, 0.89391], [-6.09103, 4.37049, 0.79039], [-4.72013, 5.03017, -0.17460], [-4.56339, 4.70325, 1.55104], [-4.53155, 2.32061, 2.19846], [-6.00709, 1.97845, 1.25399], [-4.50488, 0.71726, -0.42063], [-4.91133, -0.45014, 2.34657], [-4.59364, -1.46060, 0.84083], [-6.02128, -0.45962, 1.07969], [-2.40829, 1.58032, 0.62163], [-2.74201, 0.66715, 1.90375], [-2.66609, 4.41610, 3.96624], [-2.24113, 3.07407, 3.79796], [-0.98143, 2.86801, 4.40289], [-0.57837, 1.42649, 4.14120], [-1.43709, 0.30923, 4.71423], [0.79204, 1.17310, 4.64065], [-1.97954, 5.10932, 3.47017], [-2.85266, 4.70061, 5.00524], [-3.61912, 4.47485, 3.43662], [-0.21513, 3.53778, 3.99260], [-1.01545, 3.05273, 5.48524], [-0.55926, 1.31291, 3.04425], [-2.43885, 0.36054, 4.27139], [-1.68990, 0.60107, 5.73983], [-0.98313, -0.66737, 4.61607], [1.44799, 1.71241, 4.07158], [1.03878, 0.23385, 4.33201], [-2.18248, 7.37841, 1.37492], [-1.09554, 6.48755, 1.30343], [-0.58470, 6.38954, -0.03719], [-1.36741, 5.42642, -0.90222], [-1.47917, 4.06538, -0.19005], [-0.60532, 5.31411, -2.15732], [-2.66101, 7.38873, 2.35020], [-2.95311, 7.16765, 0.62437], [-1.83754, 8.39201, 1.13625], [-0.59229, 7.39922, -0.45962], [0.43805, 6.02794, 0.08901], [-2.36166, 5.83585, -1.08660], [-1.95314, 4.23432, 0.77787], [-0.51086, 3.57679, -0.06698], [-2.11210, 3.42011, -0.80266], [-1.21513, 4.96532, -2.88386], [0.18666, 4.69621, -2.04472], [-4.72093, -0.45826, -6.75747], [-4.29546, 0.65123, -5.98616], [-2.90598, 0.61626, -5.73823], [-2.42449, -0.43690, -4.73983], [-2.66179, -0.01203, -3.29822], [-0.94205, -0.52408, -4.91132], [-4.56764, -0.24779, -7.81873], [-5.80156, -0.57112, -6.64665], [-4.27717, -1.37943, -6.38535], [-2.37277, 0.51571, -6.69287], [-2.55777, 1.58018, -5.35884], [-2.83932, -1.42373, -4.95979], [-3.70691, 0.08479, -3.00445], [-2.11333, 0.91742, -3.13250], [-2.23481, -0.75391, -2.61744], [-0.56922, -0.70646, -3.98232], [-0.67778, -1.36040, -5.42368], [-1.56400, -2.37837, 2.31485], [-0.81851, -3.57947, 2.33248], [-0.20687, -3.90120, 1.10021], [0.96358, -4.87073, 1.24623], [1.92855, -4.86940, 0.06720], [0.51035, -6.24863, 1.48852], [-0.98926, -1.50096, 2.00275], [-1.86279, -2.09908, 3.32470], [-2.47030, -2.55202, 1.73211], [-0.90794, -4.12247, 0.28771], [0.29649, -2.98847, 0.73404], [1.51161, -4.59006, 2.15175], [2.87463, -5.32957, 0.33098], [2.06661, -3.86410, -0.34568], [1.47641, -5.39692, -0.78102], [-0.10387, -6.23421, 2.29650], [-0.02411, -6.58347, 0.69371], [3.92058, -4.92938, -5.09195], [4.16246, -3.90019, -4.13920], [4.81787, -4.41014, -3.01159], [5.26946, -3.22599, -2.12402], [4.15371, -2.26206, -1.69814], [6.30762, -2.44689, -2.79990], [3.55111, -4.42357, -5.97755], [3.18128, -5.63777, -4.69778], [4.78968, -5.56752, -5.27939], [4.29076, -5.16124, -2.41084], [5.78240, -4.86268, -3.28252], [5.71760, -3.65246, -1.22436], [3.34975, -2.20016, -2.42867], [4.56414, -1.27688, -1.47907], [3.81353, -2.59203, -0.71338], [6.07477, -2.21907, -3.76115], [7.21433, -2.89623, -2.84996], [2.57019, -1.59073, 2.82581], [2.93804, -0.89241, 3.98743], [3.18304, -1.66249, 5.15622], [4.02710, -0.81317, 6.10211], [4.66297, -1.45613, 7.32374], [3.21630, 0.37621, 6.48482], [1.52566, -1.90269, 2.92836], [3.26398, -2.39817, 2.56017], [2.67071, -0.97803, 1.92787], [2.21447, -1.87670, 5.62330], [3.72490, -2.59181, 4.95794], [4.86623, -0.42617, 5.50537], [5.38470, -2.22020, 7.02706], [3.95140, -1.84378, 8.05050], [5.23709, -0.65460, 7.79185], [2.57282, 0.49483, 5.71358], [3.84227, 1.16869, 6.54161], [-1.63223, -3.74194, -2.39549], [-0.26795, -3.92804, -2.75334], [-1.79554, -2.86799, -1.75850], [-2.17177, -3.51456, -3.31623], [-1.92770, -4.67722, -1.91691], [0.36132, -3.55481, -2.13302], [0.66818, 0.03477, 0.11370], [-0.31547, -0.82290, -0.41226], [0.53897, 0.15523, 1.19668], [1.70912, -0.24350, -0.04587], [0.56346, 1.03943, -0.31297], [-1.18290, -0.57485, -0.06250], [2.74243, -0.73190, -4.66270], [3.96299, -0.06336, -4.41521], [2.16157, -0.27155, -5.46119], [2.94100, -1.79259, -4.82116], [2.03178, -0.63056, -3.82655], [4.53437, -0.55847, -3.82345], [2.35229, 2.52678, -2.82773], [1.69422, 3.71720, -3.25904], [3.03331, 2.23799, -3.63617], [2.90166, 2.44113, -1.88636], [1.62308, 1.71149, -2.81017], [2.22044, 4.44299, -2.90130]]
}

Record 2
{
  "formula": "C4H8O2",
  "method": "ωB97M-V/def2-TZVPD",
  "mol_weight_g_mol": 88.11,
  "total_charge": 0,
  "multiplicity": 1,
  "symbols": ["C", "C", "O", "C", "C", "O", "H", "H", "H", "H", "H", "H", "H", "H"],
  "positions_angstrom": [[-1.53217, -0.11697, 1.13468], [-0.04302, -0.37444, 1.02681], [0.34007, -1.62863, 0.67868], [0.59914, -0.13463, -0.27737], [-0.06849, 0.18685, -1.51235], [0.37081, -0.31931, -2.71736], [-2.07936, -0.62229, 0.33155], [-1.74557, 0.95847, 1.11257], [-1.88750, -0.52351, 2.08449], [0.50214, 0.09425, 1.85386], [1.68001, -0.12837, -0.37169], [0.41094, 1.21483, -0.99599], [-1.13728, 0.38847, -1.58372], [1.17313, -0.84172, -2.57560]]
}

Here are the calculated gap between HOMO and LUMO numbers, same order: 9.51 10.06 (eV).
Here are the calculated relative energy (zero: lowest compared OMol25 entry of this formula, charge and spin) numbers, same order: 57.7 95.0 (kcal per mole).
Here are the calculated highest occupied orbital energy numbers, same order: -8.97 -9.35 (eV).